1.
A molecular structure, C2HN3O2 at a distorted geometry, computed with ωB97M-V with the def2-TZVPD basis set.

The geometry in ORCA input format:
```
! RIJCOSX wB97M-V def2-TZVPD def2/J DEFGRID3
* xyz 0 1
C -0.957 1.332 -0.879
C 1.696 -0.470 1.062
N -1.175 2.312 -1.390
N 0.853 0.279 0.576
N -0.605 0.064 -0.581
O -1.358 -0.839 0.013
O 2.692 -0.909 1.436
H -1.144 -1.769 -0.236
*
```

Summary:
* energy relative to the best compared isomer or geometry (same formula, charge and spin): 153.31 kcal per mole
* HOMO (spin up / spin down): -10.455 / -10.455 eV

=====

2.
A molecular structure, C19H39O11Zn at a distorted geometry, computed with ωB97M-V with the def2-TZVPD basis set.

The geometry in ORCA input format:
```
! RIJCOSX wB97M-V def2-TZVPD def2/J DEFGRID3
* xyz 1 1
Zn 7.299 4.281 0.481
C 5.374 5.585 2.929
O 5.990 4.886 1.876
H 4.376 5.898 2.621
H 5.363 4.977 3.834
H 5.915 6.527 3.022
C 9.704 7.288 2.754
O 10.393 6.842 1.649
C 9.743 6.225 0.630
O 8.576 5.921 0.607
O 10.622 6.116 -0.430
C 10.160 5.691 -1.743
H 9.900 6.658 3.621
H 8.617 7.201 2.758
H 10.063 8.286 3.004
H 10.826 5.789 -2.599
H 9.309 6.337 -1.959
H 9.869 4.641 -1.759
C 11.294 3.314 1.761
O 10.713 3.028 3.000
C 9.339 3.173 3.034
O 8.591 3.625 2.148
O 8.967 2.833 4.226
C 7.552 2.775 4.583
H 12.184 2.687 1.709
H 11.601 4.358 1.705
H 10.640 3.031 0.936
H 6.826 3.287 3.952
H 7.277 2.968 5.620
H 7.223 1.742 4.473
C 3.865 2.837 -1.704
C 4.446 2.692 -0.302
O 5.671 2.497 -0.076
C 3.472 2.741 0.857
H 3.413 3.801 -1.940
H 3.032 2.135 -1.751
H 4.604 2.588 -2.465
H 3.973 2.196 1.657
H 2.485 2.331 0.642
H 3.211 3.742 1.201
C 3.302 6.336 6.458
C 4.589 6.824 7.026
O 4.711 7.998 7.354
C 5.729 5.856 7.197
H 3.669 5.525 5.828
H 2.952 7.189 5.877
H 2.533 5.973 7.140
H 6.534 6.180 7.856
H 6.135 5.518 6.243
H 5.326 5.036 7.791
C 3.605 2.468 5.879
C 2.148 1.982 6.091
O 1.393 2.810 6.544
C 1.863 0.517 5.903
H 4.045 2.578 6.870
H 3.675 3.379 5.285
H 4.118 1.624 5.418
H 2.177 0.126 4.936
H 0.799 0.280 5.904
H 2.238 -0.086 6.730
C 5.260 11.044 4.946
C 5.640 11.043 3.453
O 5.201 11.914 2.748
C 6.328 9.815 2.806
H 4.264 10.602 4.976
H 5.302 12.030 5.409
H 6.021 10.490 5.495
H 6.062 8.835 3.202
H 7.411 9.876 2.908
H 5.899 9.702 1.810
*
```

Summary:
* HOMO: -11.074 eV

=====

3.
CH4N2O2 in the gas phase at a distorted geometry, computed with ωB97M-V with the def2-TZVPD basis set.

The geometry in ORCA input format:
```
! RIJCOSX wB97M-V def2-TZVPD def2/J DEFGRID3
* xyz 0 1
C -0.262 0.380 -0.065
H -1.347 -1.314 -0.479
H -2.453 0.013 -0.191
H 0.782 -0.957 1.017
H 1.889 1.029 0.098
N -1.428 -0.299 -0.126
N 0.827 -0.546 0.016
O -0.123 1.612 -0.021
O 2.115 0.082 -0.249
*
```

Summary:
* energy relative to the best compared isomer or geometry (same formula, charge and spin): 27.55 kcal per mole
* HOMO: -10.130 eV

=====

4.
A gas-phase ion, C4H14N2 (charge +2) at a distorted geometry, computed with ωB97M-V with the def2-TZVPD basis set.

The geometry in ORCA input format:
```
! RIJCOSX wB97M-V def2-TZVPD def2/J DEFGRID3
* xyz 2 1
C 0.471 -1.622 0.923
C -0.385 -1.100 -0.184
C 0.012 0.336 -0.596
C -0.343 1.340 0.726
N 0.279 2.832 0.643
N -0.174 -1.918 -1.443
H 0.135 -1.362 1.938
H 1.471 -1.292 0.732
H 0.520 -2.705 0.879
H -1.436 -1.318 0.039
H 1.004 0.706 -0.840
H -0.636 0.552 -1.464
H -0.085 0.931 1.721
H -1.413 1.386 0.627
H 0.769 3.066 1.513
H -0.461 3.528 0.449
H 0.986 2.973 -0.113
H -0.738 -2.789 -1.379
H -0.198 -1.502 -2.343
H 0.827 -2.292 -1.376
*
```

Summary:
* energy relative to the best compared isomer or geometry (same formula, charge and spin): 32.29 kcal per mole
* HOMO: -20.331 eV

=====

5.
A molecular structure, C5H11HoNP at a distorted geometry, computed with ωB97M-V with the def2-TZVPD basis set.

The geometry in ORCA input format:
```
! RIJCOSX wB97M-V def2-TZVPD def2/J DEFGRID3
* xyz 0 5
C 0.627 -0.323 -1.536
C -0.624 -0.025 -2.191
C -0.805 1.395 -2.061
C 0.159 1.919 -1.092
C 1.122 0.846 -0.903
Ho -0.935 0.275 0.080
P 0.030 -2.239 1.085
H 0.947 -1.385 -1.541
H -1.304 -0.796 -2.547
H -1.598 1.976 -2.577
H 2.044 1.009 -0.347
H 0.157 2.890 -0.580
H 1.265 -2.676 1.642
H -0.229 -3.377 0.260
H -0.849 -2.612 2.169
N -0.102 0.752 2.305
H 0.755 0.193 2.399
H -0.771 0.441 3.000
H 0.113 1.739 2.435
*
```

Summary:
* energy relative to the best compared isomer or geometry (same formula, charge and spin): 0.00 kcal per mole
* HOMO (spin up / spin down): -3.573 / -6.259 eV